Here is C5H11O4Yb as an isolated structure in a non-equilibrium geometry from the OMol25 dataset. Energies are from wB97M-V/def2-TZVPD.

XYZ file:
```
21
Properties=species:S:1:pos:R:3:forces:R:3:lowdin_spin:R:1
Yb 0.6880 -0.9134 1.5065 -4.4 -6.8 0.9 0.93
O 1.4817 0.8268 1.8851 1.1 2.6 0.6 0.00
O -0.9659 0.5412 0.7999 0.0 0.1 -0.5 0.00
O -0.7615 -2.4302 2.0082 3.1 3.1 -0.8 0.07
O 0.4302 -1.3213 -0.7037 0.2 -0.1 -0.3 0.00
C -0.4919 -0.5354 -1.4374 -1.7 0.3 2.0 0.00
C -1.6037 -0.0109 -0.3492 -0.1 0.2 -1.6 0.00
C 0.6351 1.9245 1.8664 -0.2 1.0 0.4 0.00
C 1.3916 -2.0271 -1.4743 0.1 0.1 -0.3 0.00
C -0.3631 1.8375 0.7169 0.1 0.4 -0.5 0.00
H 0.0529 0.3357 -1.8301 -0.4 -0.1 -0.1 0.00
H 0.8770 -2.6781 -2.1939 0.2 0.1 0.2 0.00
H -1.1472 2.6071 0.7742 0.2 -0.1 0.0 0.00
H 1.9906 -2.6202 -0.7744 -0.2 0.0 -0.3 0.00
H 2.0357 -1.3076 -1.9996 -0.1 -0.2 0.0 0.00
H -0.9642 -1.1164 -2.2410 0.1 0.1 0.2 0.00
H -2.2502 0.6473 -0.9509 0.7 1.1 0.3 0.00
H 0.0583 2.0076 2.8122 0.2 0.0 -0.3 0.00
H 1.1823 2.8805 1.7465 -0.1 -0.3 0.1 0.00
H 0.1645 1.9274 -0.2460 -0.1 0.1 0.2 0.00
H -2.4400 -0.5750 0.0844 1.2 -1.4 -0.3 0.00
```
Forces are in eV/Å.

Results
Max |F|   8.14 eV Å⁻¹
LUMO (alpha / beta)   -0.0082 / -0.0075 Eh
Gap between HOMO and LUMO (alpha / beta)   0.22219 / 0.21840 Eh
Relative energy (zero: lowest compared OMol25 entry of this formula, charge and spin)   57.5 kJ/mol
Multiplicity   2

Here is a 2-piece molecular cluster, C4H11N3O2 overall in a non-equilibrium geometry from the OMol25 dataset. Energies are from wB97M-V/def2-TZVPD.

XYZ file:
```
20
Properties=species:S:1:pos:R:3:forces:R:3:mulliken_charge:R:1
O -2.0055 -0.5237 -0.1177 -4.0 1.7 1.1 -0.50
O -0.0815 -1.5194 -0.1317 -2.3 -1.5 -1.0 -0.60
N 0.0153 1.7558 1.7331 2.2 -1.0 -3.2 -0.76
N 1.1951 -0.2965 1.9319 -1.0 -0.1 -0.5 -0.60
N 1.5508 1.0345 0.0061 0.8 -2.7 -0.5 -0.21
C -1.2662 -1.5135 -0.5332 5.6 1.2 0.8 0.70
C 0.8888 0.8674 1.1728 -1.2 0.7 4.0 0.54
C 1.3310 2.2335 -0.6543 -2.2 2.2 -2.9 -0.81
C -1.7686 -2.4000 -1.6398 -1.0 0.6 -2.0 -0.89
H 0.2661 -0.8398 1.8459 2.9 0.3 0.4 0.28
H -2.2585 -3.2093 -1.0865 0.0 -0.2 -0.5 0.27
H -2.6077 -1.8031 -2.1942 1.5 -1.3 0.9 0.29
H 0.1241 2.4081 -0.7242 3.0 -0.1 -0.4 0.24
H -2.0942 -0.0224 0.7833 1.6 -1.7 -2.2 0.40
H 2.1151 -0.7467 1.7166 -1.8 0.1 -0.1 0.25
H 1.7531 3.0692 -0.1377 -0.1 0.6 0.8 0.27
H 1.9091 2.2800 -1.6434 -1.3 -0.4 1.1 0.30
H 0.0223 1.8304 2.7481 0.1 -1.1 -0.3 0.24
H 1.9008 0.2163 -0.6122 -1.3 1.7 2.1 0.31
H -0.9892 -2.8209 -2.4630 -1.6 1.2 2.6 0.27
```
Forces are in eV/Å.

Results
Max |F|   5.83 eV Å⁻¹
LUMO   0.0213 Eh
Gap between HOMO and LUMO   0.32663 Eh
Relative energy (zero: lowest compared OMol25 entry of this formula, charge and spin)   313.5 kJ/mol
Structure (SMILES)   [H]/N=C(\N)NC.CC(=O)O
Multiplicity   1